1.
# C26H32BrGeIrNO5Se

A structure of composition C26H32BrGeIrNO5Se (ωB97M-V/def2-TZVPD, the Open Molecules 2025 dataset).

Structure (XYZ):
```
68
Properties=species:S:1:pos:R:3:forces:R:3:mulliken_charge:R:1
O -0.551169 -0.325076 -3.015530 0.0 -0.2 -0.6 -0.52
H 4.566694 -1.020799 -0.533862 0.0 0.0 0.0 0.56
N -0.103551 1.419919 0.626186 0.0 -0.1 0.1 0.52
H 0.571897 2.251860 4.654884 0.0 0.0 0.0 0.29
C 1.893150 -1.949150 2.492775 -0.1 -0.1 0.1 -0.89
C -3.851498 1.488304 -2.962089 0.0 0.0 0.1 -0.87
C 5.059884 -2.129088 2.331776 0.2 0.0 0.1 -1.30
O -0.264063 -1.441908 -5.769408 0.0 0.0 -0.1 -0.67
C -0.215532 2.587515 0.001391 -0.2 0.5 0.0 0.29
C -0.347425 2.568726 2.733486 0.0 -0.3 0.0 0.86
H 3.884377 0.641792 3.547397 0.0 0.0 0.0 0.40
H 4.961525 -3.162071 1.993006 0.0 0.0 0.0 0.37
C 3.646396 0.702287 2.482496 0.0 0.2 0.1 -1.06
H -1.975891 -2.053141 -2.046860 0.0 0.0 0.0 0.24
C -4.007702 -1.485983 0.680694 0.1 0.0 0.1 -2.01
Se 2.425159 0.008730 -1.243020 0.4 0.0 -0.5 0.05
C -1.568717 -0.878778 0.406898 -0.6 -0.2 0.1 -1.17
O 1.335119 -3.921982 -5.518107 0.0 0.0 -0.1 -0.67
H -3.746530 -2.406156 1.212083 0.0 0.0 0.0 0.50
C 3.545313 -1.171823 -0.177923 0.0 0.0 -0.1 -1.01
H 4.374378 1.514383 -0.833944 0.0 0.1 0.0 0.39
H -2.363448 -3.169871 -0.743690 0.0 0.0 0.0 0.44
H 3.005179 2.062861 0.170593 0.0 0.0 0.0 0.21
H 5.167469 -2.130720 3.418807 0.0 0.0 0.0 0.35
Ge 3.487587 -1.108106 1.774914 -0.1 -0.1 -0.1 0.59
H 1.108369 -1.893423 1.733467 0.0 0.0 0.1 0.05
H -1.083731 1.665785 4.543553 0.0 0.0 0.0 0.35
H 3.231631 -2.173482 -0.481997 0.0 0.0 -0.1 0.35
C 0.581924 -2.328041 -2.464808 0.1 -0.1 0.2 1.19
H -4.014351 3.410644 -0.183143 0.0 0.0 0.0 0.39
H 5.969485 -1.711156 1.895058 0.0 0.0 0.0 0.37
H -3.966714 1.541368 -4.037405 0.0 0.0 0.0 0.39
C -0.458840 3.776445 2.054941 0.0 0.2 0.2 -0.76
H 2.090458 -2.994850 2.736742 0.0 0.0 0.0 0.47
C -3.277066 0.189667 -1.008990 0.0 -0.1 0.1 0.12
H -1.679888 -0.956860 1.505718 -0.1 0.3 0.0 0.37
C -0.167142 1.429678 1.968808 0.1 0.1 0.4 -0.49
Br -0.231353 2.588912 -1.863850 0.1 -0.1 -0.1 -0.01
C -3.869419 2.536271 -0.807841 0.1 0.0 0.0 -0.78
C 3.300258 1.686321 -0.805653 -0.1 0.0 0.1 -1.14
C -3.477340 1.335809 -0.234184 0.0 0.0 0.0 0.04
C -2.711853 -2.287915 -1.285036 -0.1 0.0 0.0 -2.18
H 4.434617 1.269492 1.985973 0.0 0.0 0.0 0.35
H 1.559240 -1.435578 3.398323 0.0 0.0 0.0 0.30
C -3.466366 0.285565 -2.380536 0.0 0.1 -0.1 0.03
H -4.164794 -0.696746 1.420353 0.0 -0.1 0.0 0.39
C 0.970492 -3.214156 -4.609135 -0.2 0.3 0.0 0.48
C -2.889660 -1.118580 -0.310205 -0.2 -0.1 0.0 2.71
Ir 0.033658 -0.410771 -0.320127 0.4 -0.3 0.3 0.67
C -0.003006 -1.396106 -3.362994 -0.1 0.4 0.3 0.59
C -0.411868 2.466767 4.233289 0.0 0.0 0.0 -1.47
H -0.057783 0.455164 2.428296 -0.1 0.0 0.0 0.47
H -0.769043 3.398777 4.670706 0.0 0.0 0.0 0.40
C 0.157034 -1.923283 -4.739613 0.2 -0.3 0.0 -0.33
H -3.321356 1.287598 0.840443 0.0 0.0 0.0 0.17
O 0.579257 -2.196138 -1.156335 0.0 0.3 -0.1 -1.08
H 3.021907 2.402264 -1.573479 0.0 0.0 0.0 0.39
H -0.616191 4.699932 2.601864 0.0 0.0 0.0 0.38
O 1.911965 -4.325192 -2.655272 0.0 0.0 0.0 -0.75
H -4.950730 -1.647894 0.153559 0.0 0.0 0.0 0.40
H -3.665733 -2.530529 -1.763256 0.0 0.0 0.0 0.45
H -3.279946 -0.566283 -3.016712 0.0 0.0 0.0 0.29
H 2.702043 1.240890 2.372566 0.0 0.0 0.0 0.13
H -0.483183 4.707158 0.116435 0.0 0.0 0.0 0.49
C -4.061531 2.615659 -2.182657 0.0 0.0 0.0 -0.47
H -4.357573 3.551229 -2.641296 0.0 0.0 0.0 0.37
C -0.387393 3.793270 0.683285 0.1 -0.2 -0.3 -0.91
C 1.242912 -3.419407 -3.141805 0.0 0.0 0.1 -0.07
```
Positions in Å, forces in eV/Å.

Computed properties:
**Highest occupied orbital energy**: -3.55 eV
**Spin multiplicity**: 1
**Charge**: -1
**ΔE to the lowest compared entry with this formula, charge and spin**: 120.9 kJ/mol
**F_max**: 0.635 eV/A
**LUMO level**: 1.960 eV

---

2.
# C26H32BrO4Pr

A structure of composition C26H32BrO4Pr in a non-equilibrium geometry (ωB97M-V/def2-TZVPD, the Open Molecules 2025 dataset).

Structure (XYZ):
```
64
Properties=species:S:1:pos:R:3:forces:R:3:mulliken_charge:R:1
C -1.750244 2.019356 5.194606 0.4 0.2 0.6 0.55
H -3.569741 3.148321 5.005720 0.2 -0.1 0.1 0.42
H 1.671307 -1.619759 3.687761 -0.3 0.0 -0.3 0.60
C -2.165271 2.238138 7.981722 0.1 -0.1 -0.5 -0.50
H -2.198718 0.779425 -5.860238 -0.1 -0.3 0.1 0.30
C -1.027199 1.589580 7.486294 -0.1 0.1 -0.1 -0.63
C 0.110122 -1.222956 -6.239771 0.0 -0.2 0.6 -0.39
C -0.818909 1.490354 6.106636 -0.8 0.1 0.1 0.34
H 3.281215 0.356267 0.270643 -0.3 0.1 0.1 0.74
C 2.490866 0.986587 2.259719 -0.1 0.6 -0.1 -1.20
C 1.475087 -0.789074 -2.057731 0.3 -0.3 -0.2 1.67
C 2.607577 0.988007 0.843338 -0.2 0.4 0.1 -0.11
H -0.990045 -1.610801 4.129258 0.1 0.1 -0.4 0.42
C -1.462336 2.036529 3.713367 0.5 0.9 -1.3 0.29
H 0.385697 -0.860358 -3.927733 0.0 -0.5 0.6 0.06
H -2.214969 -2.535034 1.884243 0.4 0.3 0.0 0.43
O -1.160712 3.130376 3.196648 -0.8 -1.6 0.7 -0.63
C 1.130563 -2.284251 1.620350 -0.6 -0.2 0.1 -0.40
H -2.814679 -0.784888 -5.231502 0.2 0.2 -0.2 0.24
H 3.018116 0.326124 2.945091 -0.2 0.2 -0.2 0.52
H 0.598581 3.620146 1.393129 0.1 -0.3 0.1 0.42
H -2.319989 2.314993 9.060228 0.0 0.0 -0.4 0.36
H -0.299967 -3.026443 0.049236 0.1 0.2 0.2 0.69
O 0.475186 -0.287140 -1.089276 -1.0 -0.4 -0.5 -0.15
C -0.586579 -1.245205 -7.604764 0.0 0.5 0.3 -0.51
H -2.423938 -0.107015 -7.995871 -0.1 -0.1 0.0 0.29
C 1.229292 2.735737 1.439455 0.5 -0.2 -0.1 -1.13
H 1.464045 2.421366 3.642979 -0.1 -0.2 -0.5 0.83
C 0.385143 -1.359819 -2.964131 0.3 0.1 0.0 -0.28
H 1.796259 -2.701573 -1.135462 0.2 0.2 0.1 0.36
H 2.828089 0.029498 -3.514644 -0.1 -0.1 0.0 0.42
C 1.831171 2.073446 0.335386 0.2 0.0 0.6 -0.36
H 0.298423 -2.255203 -5.892248 0.0 0.4 0.0 0.24
C 2.181749 0.382892 -2.705574 0.2 0.1 0.1 -1.74
H -0.510898 -2.239539 -8.051382 0.0 0.2 -0.1 0.29
H -1.176385 0.082132 -2.382063 -0.1 -0.3 0.2 0.29
Br 0.743631 0.596777 5.475156 -0.3 0.0 0.5 -0.11
O -0.762937 -0.571643 -5.266784 -0.4 -0.1 -2.0 -0.36
H 1.447178 1.074147 -3.140731 0.2 -0.1 0.2 0.40
C -3.089557 2.779216 7.081494 0.1 0.0 0.0 -0.54
H 3.087452 -2.184675 -2.234044 -0.1 0.1 0.0 0.52
C -1.148970 -2.322416 2.001500 0.5 0.1 0.0 -1.12
C 1.653491 2.081036 2.628183 0.3 0.0 -0.4 -0.46
H 1.072935 -0.681739 -6.255276 -0.4 -0.2 0.0 0.27
H 2.814242 0.905641 -1.984126 -0.1 0.0 -0.1 0.34
H -2.688280 -1.744158 -7.342795 0.0 0.2 -0.2 0.26
H 1.795871 2.413748 -0.696117 -0.2 -0.2 0.2 0.44
H -0.300642 1.156135 8.171118 -0.1 0.1 -0.2 0.38
H -3.988256 3.269805 7.464068 0.3 -0.1 -0.2 0.35
H 2.962691 -1.431849 -0.635055 -0.1 -0.2 -0.1 0.09
C 0.898586 -1.842514 2.953626 -0.5 -0.3 -0.2 -0.71
C -0.137898 -2.576441 1.028149 0.3 0.0 0.6 -0.41
H 2.109633 -2.472731 1.183233 -0.4 0.2 0.1 0.43
C -2.052506 -0.856687 -7.299273 0.2 -0.4 0.3 -0.49
C -0.610558 -0.769501 -1.981410 0.1 0.2 0.3 -0.71
C -0.508365 -1.851412 3.182542 0.3 -0.5 -0.1 -0.31
Pr -0.011678 0.236839 1.423146 0.8 -0.3 0.1 1.31
C -2.047827 -0.309985 -5.861662 0.2 0.3 0.1 -0.53
H -0.108450 -0.514077 -8.265118 -0.2 -0.2 0.0 0.26
C 2.381782 -1.838221 -1.469753 0.3 0.1 0.2 -1.68
O -1.508030 0.895275 3.074629 -0.1 1.0 0.5 -0.56
H 0.336561 -2.452393 -3.063747 0.2 0.3 0.0 0.37
H -1.243002 -1.507824 -1.467660 0.0 0.4 -0.1 0.28
C -2.865009 2.699436 5.703287 0.1 -0.3 0.3 -0.45
```
Positions in Å, forces in eV/Å.

Computed properties:
**Highest occupied orbital energy (spin up / spin down)**: -7.93 / -7.96 eV
**⟨S²⟩**: 2.003
**Spin multiplicity**: 3
**ΔE to the lowest compared entry with this formula, charge and spin**: 0.0 kJ/mol
**F_max**: 2.003 eV/A
**LUMO level (spin up / spin down)**: 0.095 / 0.111 eV

---

3.
# C26H32BrO4Pt

A structure of composition C26H32BrO4Pt in a non-equilibrium geometry (ωB97M-V/def2-TZVPD, the Open Molecules 2025 dataset).

Structure (XYZ):
```
64
Properties=species:S:1:pos:R:3:forces:R:3:mulliken_charge:R:1
C 1.595248 1.259171 2.772411 -0.3 0.1 0.4 -0.80
C -0.697620 1.109186 2.431248 0.9 -0.1 0.8 -1.25
H -1.999833 -5.330772 -2.385019 0.3 0.1 0.3 0.30
C 1.073422 2.578903 2.935116 -1.5 0.1 -0.2 -0.67
C 2.465974 1.565950 -0.543184 0.9 0.7 0.5 -0.46
H 1.216158 0.397447 -1.959853 -0.1 0.2 0.4 0.53
C -0.065134 -7.441189 -1.190590 0.4 0.6 -0.1 -0.48
C -1.850783 5.815816 0.386743 -0.7 0.1 -0.6 0.65
H -0.207365 2.665142 -2.252871 0.2 -0.2 0.4 0.56
H -1.694667 0.706990 2.302532 0.2 0.1 -0.2 0.48
C -2.157865 7.177737 0.424471 0.0 0.0 -0.1 -0.77
C -2.668953 4.901945 -0.302686 0.3 0.3 0.1 0.46
H -0.845384 -2.726356 -0.520820 0.2 0.6 0.4 0.24
C -1.560123 -7.161562 -1.283217 -0.6 0.3 0.2 -0.52
C 1.378119 1.317904 -1.403170 -1.4 0.3 -1.3 -0.11
H -4.352520 4.761582 -1.648593 0.2 0.0 0.3 0.46
H 3.296495 0.891125 -0.380968 -0.2 0.2 0.1 1.03
H 3.146297 3.443086 0.502878 -0.2 -0.2 -0.3 0.50
C 0.507325 0.369525 2.505346 -1.1 0.8 0.0 -0.06
H -2.442775 -5.214053 -0.669084 0.2 -0.2 -0.2 0.28
C -3.266317 7.678572 -0.272257 0.1 -0.8 -0.1 -0.53
H 1.253790 4.642279 -1.056562 0.0 0.1 -0.1 0.77
H 2.059188 -3.077926 -2.129811 0.1 0.2 0.4 0.34
C -0.075280 -2.258829 0.117375 0.4 -0.1 -0.6 -0.27
H 1.577689 3.434316 3.375390 0.0 -0.2 -0.3 0.56
C 2.822201 -1.526747 0.939716 0.4 -0.4 0.2 -1.08
H 3.276489 -1.821579 -1.787511 0.1 -0.1 -0.1 0.39
O 0.900758 -1.481730 -0.654645 -0.9 0.6 0.7 -0.42
H -2.081475 -7.502834 -0.381559 0.1 -0.1 -0.2 0.25
C -0.402708 2.499681 2.771245 1.6 -1.1 0.7 -0.11
H 1.006927 -4.133020 -0.121190 -0.1 0.2 0.4 -0.70
C -2.676535 3.383009 -0.226764 -1.4 -1.1 -0.7 0.66
Br -0.189156 5.307310 1.293741 -0.9 1.6 0.2 -0.16
H 3.773564 -2.072818 1.077898 -0.4 0.3 0.0 0.43
C -4.038436 6.799706 -1.045388 0.6 -0.2 0.2 -0.58
C 2.006472 -2.241819 -0.120407 -0.3 -0.5 -0.3 1.61
Pt 0.230736 2.872189 0.766174 1.1 -1.0 0.8 1.02
C 2.754711 -2.686894 -1.370587 0.3 -0.3 0.4 -1.71
O -0.435781 -4.997623 -1.045500 0.1 -2.1 -0.5 -0.26
H -1.536640 7.853905 0.998489 0.0 0.0 0.0 0.39
H 0.554488 -0.706753 2.506239 0.1 0.1 -0.3 1.01
O -1.741100 2.650437 0.325962 -1.5 0.5 -0.5 -0.70
H 2.627157 0.959138 2.930624 -0.2 0.1 -0.1 0.48
C 0.530742 -6.067304 -0.828819 0.7 0.0 0.7 -0.54
H 2.283608 -1.534253 1.897473 0.3 0.0 -0.3 0.37
H 1.469557 -5.843571 -1.377881 -0.6 0.0 0.1 0.26
O -3.687510 2.846700 -0.684268 1.3 0.4 0.6 -0.66
H -4.882433 7.157283 -1.629540 0.2 0.0 0.1 0.39
H 0.808100 -6.081611 0.248224 -0.2 0.1 -0.5 0.28
C 1.343710 3.585613 -0.877847 0.9 -1.6 -0.1 -0.07
H 3.034740 -0.495616 0.688629 0.1 -0.1 0.0 -0.26
H -1.111390 3.240438 3.099887 -0.1 0.0 0.1 0.66
C 2.407659 2.916112 -0.098733 -0.5 0.9 -0.8 -1.13
C 1.026202 -3.260234 0.504056 -0.1 0.5 -0.1 0.39
H 0.196579 -8.163240 -0.404538 -0.2 0.1 -0.4 0.29
C -1.687106 -5.615209 -1.364148 -0.7 0.0 -0.5 -0.54
H -3.513576 8.736396 -0.217208 0.1 -0.2 0.0 0.39
H 3.477480 -3.468169 -1.135046 0.2 0.0 -0.1 0.40
H 1.038648 -3.521453 1.563079 0.5 0.0 -0.1 0.44
H -0.476922 -1.610784 0.919246 -0.1 -0.6 -0.3 -0.07
C 0.612743 2.501362 -1.555608 1.3 0.2 -0.6 -1.24
H 0.362722 -7.783618 -2.136156 -0.2 -0.1 0.1 0.26
C -3.730819 5.436572 -1.066526 0.1 0.7 0.4 -0.67
H -2.039492 -7.634959 -2.155641 0.2 0.2 0.4 0.29
```
Positions in Å, forces in eV/Å.

Computed properties:
**Highest occupied orbital energy (spin up / spin down)**: -10.80 / -11.56 eV
**⟨S²⟩**: 6.026
**Spin multiplicity**: 5
**Charge**: +1
**ΔE to the lowest compared entry with this formula, charge and spin**: 16.6 kJ/mol
**F_max**: 2.158 eV/A
**LUMO level (spin up / spin down)**: -2.357 / -6.090 eV

---

Among the records above, which one has the highest spin multiplicity?
C26H32BrO4Pt

---

Which of these has the highest F_max?
C26H32BrO4Pt